Below is C4H9NO2 in the gas phase, with properties calculated with ωB97M-V with the def2-TZVPD basis set.

The geometry in ORCA input format:
```
! RIJCOSX wB97M-V def2-TZVPD def2/J DEFGRID3
* xyz 0 1
C 0.1458 -0.9387 1.5936
C -0.0132 -0.0874 0.3557
C 1.2373 0.5452 -0.2029
O 1.1595 1.9784 -0.3103
N -0.7716 -0.8021 -0.6399
C -1.4619 -0.1160 -1.5074
O -1.4346 1.1783 -1.4339
H -0.8059 -1.1083 2.1125
H 0.8020 -0.4346 2.3103
H 0.5937 -1.9372 1.4102
H -0.9293 1.3302 -0.5473
H 2.1089 0.2882 0.4199
H 1.4614 0.2158 -1.2263
H 0.8662 2.2794 0.5609
H -0.8812 -1.8139 -0.6236
H -2.0772 -0.5774 -2.2714
*
```

Properties
Gap between HOMO and LUMO = 7.692 eV
Electronic energy = -9876.5357 eV
E_HOMO = -6.96 eV
Energy relative to the best compared isomer or geometry (same formula, charge and spin) = 340.1 kJ/mol

natural (NBO) atomic charge list, values in e, 5 entries:
1 C -0.634
2 C -0.297
3 C -0.115
4 O -0.738
5 N -0.490

=====

Below is C4H9NO2 in the gas phase, with properties calculated with ωB97M-V with the def2-TZVPD basis set.

The geometry in ORCA input format:
```
! RIJCOSX wB97M-V def2-TZVPD def2/J DEFGRID3
* xyz 0 1
C 0.5973 -0.5302 -2.4371
N 0.4862 -0.1807 -1.0333
C -0.7457 -0.0399 -0.4663
O -1.7754 -0.2223 -1.0802
C -0.7073 -0.0908 1.0590
C 0.2005 0.9067 1.7849
O 1.4946 0.2579 1.9751
H 0.7668 0.3371 -3.0709
H 1.2934 -1.3637 -2.4992
H -0.3438 -0.9233 -2.8202
H 1.3032 -0.1940 -0.4477
H -0.6472 -1.1123 1.4154
H -1.7184 0.2874 1.2624
H -0.1611 1.0373 2.8009
H 0.4981 1.6999 1.1134
H 1.4889 -0.5082 2.5463
*
```

Properties
Gap between HOMO and LUMO = 10.381 eV
Electronic energy = -9878.5525 eV
E_HOMO = -9.63 eV
Energy relative to the best compared isomer or geometry (same formula, charge and spin) = 145.5 kJ/mol
SMILES = CNC(=O)CCO

natural (NBO) atomic charge list, values in e, 5 entries:
1 C -0.431
2 N -0.626
3 C 0.674
4 O -0.618
5 C -0.531